[1]
The following is a DFT calculation (ωB97M-V/def2-TZVPD) of C12H13ClGdO2 as an isolated structure in a non-equilibrium geometry.

Each line ends with the Löwdin spin population.
Atoms and positions in Å:
C: 1.423507 0.941157 -1.623215  0.0100
C: 0.332250 0.316096 -2.268811  -0.0104
C: 0.419451 -1.072127 -2.010193  -0.0143
H: -0.424861 0.807285 -2.856988  0.0005
C: 1.538807 -1.294753 -1.177889  -0.0005
C: 2.161945 -0.048040 -0.950291  0.0178
H: 3.013713 0.125635 -0.314340  0.0014
H: 1.612595 2.000528 -1.587202  0.0011
H: -0.285135 -1.818853 -2.331981  0.0006
H: 1.852762 -2.244050 -0.776952  0.0005
Gd: 0.000000 0.000000 0.000000  6.8064
Cl: 0.423394 1.583934 1.510010  0.0961
C: -5.218793 -1.850599 0.429972  0.0234
C: -4.711352 -3.140750 0.178148  0.0010
C: -4.666524 -3.326280 -1.218119  0.0206
H: -4.408513 -3.864469 0.927448  -0.0005
C: -5.146255 -2.150640 -1.829250  0.0068
C: -5.487800 -1.238705 -0.810675  0.0118
H: -5.887243 -0.240477 -0.956111  -0.0001
H: -5.374479 -1.405981 1.407269  0.0005
H: -4.323067 -4.217883 -1.732176  0.0009
H: -5.237163 -1.978090 -2.896437  0.0000
C: 1.109197 -2.675419 3.513284  0.0019
C: 1.049114 -1.663578 2.420559  0.0024
O: 2.088968 -0.895359 2.195696  -0.0015
O: -0.020713 -1.556885 1.658556  0.0233
H: 2.093722 -2.623441 4.028050  0.0003
H: 0.984509 -3.690065 3.084528  0.0000
H: 0.306794 -2.480460 4.253035  0.0000

Force components x, y, z for each atom (eV/Å):
C 0.7 0.3 -1.4
C 1.1 -0.3 -2.1
C 1.1 -0.5 -2.0
H -0.1 0.0 0.0
C 1.1 -0.7 -1.6
C 1.1 -0.2 -0.7
H 0.0 0.0 0.1
H 0.0 0.1 0.0
H -0.2 -0.1 0.0
H 0.0 0.0 0.1
Gd -5.9 -2.6 5.1
Cl 0.9 4.2 3.0
C 0.1 -0.1 0.2
C 0.0 0.0 0.0
C 0.1 -0.1 0.1
H 0.0 0.1 0.0
C 0.0 0.2 0.0
C 0.1 0.1 -0.3
H 0.0 -0.1 0.0
H 0.0 0.0 -0.1
H 0.0 0.0 0.0
H 0.0 0.0 0.0
C 0.1 -0.5 0.7
C 2.4 3.3 -2.6
O -3.2 -2.7 0.7
O 1.4 -0.9 1.3
H -0.7 0.1 -0.4
H -0.1 0.5 0.3
H 0.3 -0.3 -0.5

Energy above the lowest of the compared OMol25 structures with the same formula, charge and spin (eV): 2.911
Total charge: -1
E_LUMO (alpha / beta) (eV): 2.27 / -0.15
HOMO (alpha / beta) (hartree): -0.1073 / -0.0985
M (g/mol): 381.9
Expectation value of S²: 16.04
2S+1: 8
Orbital gap (alpha / beta) (eV): 5.19 / 2.53



[2]
The following is a DFT calculation (ωB97M-V/def2-TZVPD) of C12H13ClO2Rh as an isolated structure in a non-equilibrium geometry.

Each line ends with the Löwdin spin population.
Atoms and positions in Å:
C: 1.667611 -1.938652 1.634411  0.2449
C: 1.710820 -1.957109 0.213585  0.2940
C: 0.360836 -2.231485 -0.265939  0.0736
H: 2.555142 -1.656988 -0.430717  0.0097
C: -0.482881 -2.387696 0.884809  0.3443
C: 0.335777 -2.248703 2.046358  0.0514
H: -0.013831 -2.338127 3.091538  -0.0027
H: 2.476550 -1.706420 2.320663  0.0076
H: 0.097360 -2.351797 -1.338274  -0.0002
H: -1.576892 -2.490337 0.905130  0.0139
Rh: 0.309368 0.511523 -0.782571  1.9158
Cl: 1.488806 1.205911 1.223332  0.2288
C: 0.660400 2.118196 -1.879914  0.1232
C: -0.570070 1.462761 -2.238458  0.1137
C: -0.235192 0.102685 -2.624990  0.0973
H: -1.556424 1.933502 -2.196907  0.0098
C: 1.186020 -0.067175 -2.507613  0.1256
C: 1.737142 1.174405 -2.046080  0.1523
H: 2.791065 1.422342 -1.938867  0.0135
H: 0.672241 3.156904 -1.514191  0.0095
H: -0.962214 -0.657563 -2.919754  0.0126
H: 1.722544 -0.996072 -2.788061  0.0126
C: -2.264412 1.468003 2.505268  0.0060
C: -1.827449 1.397570 1.056080  0.0095
O: -1.704086 2.447099 0.381837  0.0158
O: -1.549098 0.194513 0.608765  0.1155
H: -2.931220 2.319846 2.680917  0.0008
H: -1.368973 1.595019 3.134469  0.0010
H: -2.728934 0.517858 2.785161  0.0002

Force components x, y, z for each atom (eV/Å):
C -2.4 -0.7 2.2
C -2.4 -0.1 -2.5
C 2.3 0.3 -0.2
H -0.6 -0.4 0.6
C 0.5 0.1 0.1
C 1.7 0.3 0.3
H 0.3 0.3 -0.9
H -0.1 0.0 -0.3
H 0.1 0.1 1.2
H 0.7 0.0 -0.2
Rh -2.8 -3.9 12.7
Cl 0.7 0.0 0.5
C 0.6 2.4 -2.1
C -1.0 1.2 -2.7
C -1.0 -0.1 -2.9
H 0.5 -0.4 0.1
C 1.4 -0.5 -2.8
C 1.7 1.6 -3.3
H -0.3 -0.3 0.2
H 0.3 -0.8 -0.2
H 0.4 0.2 0.0
H -0.3 0.8 0.4
C 0.0 -0.1 0.3
C 0.7 -0.3 -1.6
O -0.4 -1.0 0.9
O -0.5 1.4 0.5
H 0.1 -0.2 -0.1
H -0.2 0.0 -0.3
H 0.0 0.2 0.1

Energy above the lowest of the compared OMol25 structures with the same formula, charge and spin (eV): 0.000
Total charge: -1
E_LUMO (alpha / beta) (eV): 3.61 / 1.47
HOMO (alpha / beta) (hartree): -0.0835 / -0.1762
M (g/mol): 327.6
Expectation value of S²: 6.03
2S+1: 5
Orbital gap (alpha / beta) (eV): 5.88 / 6.26